The following is a quantum chemistry calculation of a molecular structure, C30H40GaN5O3PS2, from the Open Molecules 2025 dataset.

Geometry (Å):
Ga -0.21134 0.11618 0.51835
O -1.15360 -0.39094 -1.41215
S -1.44754 -0.89971 -2.83753
C -0.83503 -2.60226 -2.78910
C 0.68274 -2.68094 -2.69806
C 1.20384 -3.75266 -1.72589
C 2.47001 -3.24928 -1.04645
S 2.15124 -2.12585 0.35580
O 0.93253 -1.26137 -0.13471
C 3.60589 -1.13070 0.24045
C 3.72830 -0.14955 -0.73918
C 4.91758 0.55403 -0.81996
C 5.96521 0.25922 0.05171
C 5.83091 -0.73478 1.00987
C 4.63621 -1.43826 1.11805
C -0.29092 -0.11993 -3.93271
C 0.61927 0.81278 -3.46515
C 1.49378 1.40281 -4.36785
C 1.44926 1.05218 -5.71021
C 0.51812 0.12612 -6.16548
C -0.36956 -0.46073 -5.27780
H -1.26777 -3.13982 -3.63339
H -1.32597 -2.96530 -1.88239
H 1.04562 -1.71480 -2.35182
H 1.10865 -2.82149 -3.69149
H 1.45848 -4.67278 -2.25229
H 0.45126 -4.02533 -0.98211
H 3.10941 -2.71612 -1.74903
H 3.05744 -4.03473 -0.56414
H 2.91955 0.04528 -1.43559
H 5.04307 1.31726 -1.57621
H 6.89699 0.80295 -0.02856
H 6.65370 -0.96788 1.67206
H 4.51860 -2.21183 1.86833
H 0.62552 1.09351 -2.41900
H 2.19951 2.14961 -4.02875
H 2.13024 1.51591 -6.41079
H 0.47332 -0.12885 -7.21531
H -1.11426 -1.16231 -5.63667
C 0.36827 4.14260 2.15109
C 0.79722 2.74854 1.83791
O 0.05487 2.00600 1.12854
N 1.93876 2.30762 2.33566
C 2.36610 0.92191 2.19677
C 1.52340 -0.04980 2.99196
C 1.91978 -0.48446 4.24211
C 1.07093 -1.29100 4.99048
C -0.16188 -1.63980 4.46326
C -0.48583 -1.19105 3.19758
N 0.33287 -0.41723 2.47233
H -0.65780 4.29921 1.83317
H 1.00871 4.85199 1.62289
H 0.45791 4.34009 3.21952
H 2.44384 2.91445 2.96625
H 3.40613 0.85772 2.50750
H 2.35130 0.67686 1.13319
H 2.88573 -0.19042 4.63117
H 1.36917 -1.63836 5.97099
H -0.86103 -2.25104 5.01605
H -1.42939 -1.46041 2.73810
C -5.23573 0.46967 2.13565
N -4.51476 1.74251 2.08336
C -4.93737 2.48739 0.89574
N -4.74742 1.72620 -0.34093
C -5.45882 0.45076 -0.24461
N -5.05552 -0.33389 0.92367
C -3.70906 -0.85450 0.80557
P -2.53515 0.57563 0.65934
C -3.07367 1.56665 2.13200
C -3.35462 1.55964 -0.68874
H -6.29809 0.68215 2.24778
H -4.90596 -0.10203 3.00458
H -4.38188 3.42411 0.83447
H -5.99649 2.72135 0.99521
H -5.28859 -0.13055 -1.15193
H -6.52522 0.65788 -0.16489
H -3.61747 -1.49490 -0.07360
H -3.46608 -1.44551 1.69133
H -2.57609 2.53845 2.10666
H -2.78811 1.05642 3.05560
H -3.25302 1.03020 -1.63431
H -2.86023 2.52932 -0.77333

Total charge = +3
HOMO level = -15.729 eV
E = -128664.238 eV
Lowest unoccupied orbital energy = -8.30 eV
Energy above the lowest of the compared OMol25 structures with the same formula, charge and spin = 27.8 kcal/mol
Gap between HOMO and LUMO = 7.4 eV

***

The following is a quantum chemistry calculation of a molecular structure, C30H40LiN3O2P, from the Open Molecules 2025 dataset.

Geometry (Å):
Li 1.06410 0.41128 1.04344
O 7.67549 0.61269 4.30585
N 6.47740 0.80062 4.64928
O 6.08928 1.19528 5.76047
C 5.55825 0.57163 3.58044
C 6.09315 0.32685 2.33360
C 5.29607 0.24147 1.17901
C 5.71110 0.14709 -0.16198
C 4.77800 0.03799 -1.19565
C 3.45814 0.30731 -0.92317
N 3.06002 0.52864 0.34969
C 3.86321 0.40664 1.40172
C 3.29759 0.46988 2.71159
N 1.91815 0.43181 2.81513
C 1.42676 0.43819 4.07151
C 2.16348 0.45490 5.23661
C 3.56944 0.45542 5.12538
C 4.15268 0.54666 3.81958
H 7.17429 0.33204 2.20566
H 6.78756 0.19476 -0.27998
H 5.07347 -0.26687 -2.19608
H 2.71237 0.40661 -1.66803
H 0.37115 0.38854 4.25861
H 1.65490 0.36400 6.18147
H 4.26625 0.57874 5.94772
C -5.02861 1.32532 1.81761
C -3.88550 2.31093 1.52527
C -3.14327 2.02133 0.19243
C -2.82070 0.44964 0.03923
C -2.99840 -0.28041 1.38649
C -4.39173 -0.05845 1.98024
P -1.17071 0.17438 -0.64320
C -1.24034 0.94118 -2.41245
C -0.63920 2.36261 -2.53053
C -0.38240 2.75640 -3.98547
C -0.85191 1.65305 -5.01186
C -2.32317 1.09181 -4.70792
C -2.54853 0.80535 -3.22405
C -0.95787 -1.61484 -1.18745
C 0.05650 -2.34725 -0.31699
C 0.44844 -3.73747 -0.84318
C -0.74937 -4.61713 -1.26744
C -2.11089 -3.96124 -0.90117
C -2.25288 -2.46139 -1.30497
H -5.81480 1.49796 1.08745
H -5.35870 1.74954 2.74442
H -3.15631 2.25531 2.33510
H -4.26295 3.32930 1.48995
H -2.16040 2.50122 0.08714
H -3.83471 2.36639 -0.58947
H -3.62370 0.06049 -0.67419
H -2.15721 0.05766 2.06959
H -2.65769 -1.32352 1.21235
H -4.39018 -0.34420 3.05213
H -5.13095 -0.74031 1.61050
H -0.48572 0.32532 -2.98582
H 0.34048 2.40244 -2.03040
H -1.32334 3.13540 -2.12439
H 0.73306 2.89093 -4.08065
H -0.75607 3.78730 -4.17659
H -0.04651 0.85485 -5.04129
H -0.84148 2.04853 -6.02123
H -2.37804 0.16653 -5.29444
H -3.08098 1.78170 -5.13325
H -2.92789 -0.21466 -3.06531
H -3.30944 1.51224 -2.86208
H -0.59548 -1.57668 -2.21974
H -0.30061 -2.61891 0.68277
H 0.99247 -1.77238 -0.20256
H 0.95848 -4.31841 -0.04843
H 1.19514 -3.60275 -1.60500
H -0.59395 -5.63642 -0.85963
H -0.74570 -4.75425 -2.36203
H -2.30179 -4.07553 0.20642
H -2.96137 -4.44306 -1.29875
H -3.09818 -2.04442 -0.72266
H -2.62728 -2.45362 -2.33634

Total charge = +1
HOMO level = -11.641 eV
E = -49810.778 eV
Lowest unoccupied orbital energy = -4.24 eV
Energy above the lowest of the compared OMol25 structures with the same formula, charge and spin = 5.1 kcal/mol
Gap between HOMO and LUMO = 7.4 eV

***

The following is a quantum chemistry calculation of 4 unconnected molecules or ions with the total composition C30H40NO9, from the Open Molecules 2025 dataset.

Geometry (Å):
C 2.20879 -0.46214 1.07493
C 1.42681 0.78460 0.76757
C 2.06736 2.00915 0.59507
C 1.33804 3.16489 0.33604
C -0.04712 3.11758 0.21827
C -0.85829 4.37365 -0.01874
C -1.07239 5.05070 1.35107
C -0.15652 5.35589 -0.98749
C -0.68259 1.88046 0.37043
O -2.07145 1.87227 0.25485
C -2.62206 0.66390 -0.13753
O -3.96504 0.96529 -0.53089
C -4.78819 1.25789 0.45395
O -4.59029 1.12542 1.61694
C -6.09455 1.79782 -0.04231
C -6.34893 2.01404 -1.39013
C -7.57852 2.50000 -1.75858
N -8.51022 2.76516 -0.81836
C -8.29892 2.57811 0.49854
C -9.37966 2.93213 1.46606
C -7.06767 2.08610 0.89958
C 0.04063 0.72969 0.64678
H 1.61562 -1.06974 1.74851
H 2.39641 -0.99727 0.14845
H 3.14150 -0.21444 1.56657
H 3.14317 2.07111 0.66347
H 1.82092 4.12227 0.21431
H -1.81938 4.12959 -0.45317
H -0.13590 5.50625 1.65839
H -1.28819 4.28308 2.09214
H -1.88384 5.77268 1.33626
H 0.56953 4.87272 -1.63171
H -0.89453 5.82670 -1.63355
H 0.29945 6.16417 -0.42427
H -2.12908 0.28498 -1.03031
H -2.60495 -0.10333 0.63299
H -5.60251 1.80962 -2.13687
H -7.85788 2.71103 -2.77563
H -9.41557 3.12126 -1.09653
H -8.96107 2.94010 2.46156
H -9.76339 3.91973 1.21909
H -10.22036 2.24485 1.41609
H -6.83548 1.91772 1.93782
H -0.43567 -0.23086 0.77315
O 2.13155 -0.56117 -2.36179
C 3.08050 -1.20025 -2.72111
O 3.69528 -2.09684 -1.92177
C 4.86824 -2.63373 -2.57576
C 4.62457 -2.41500 -4.06168
C 3.79331 -1.13134 -4.05679
H 5.74342 -2.09326 -2.21243
H 4.96948 -3.67926 -2.31287
H 5.54071 -2.35313 -4.63789
H 4.02982 -3.23652 -4.46367
H 4.41877 -0.23738 -4.06653
H 3.07400 -1.08495 -4.86953
O 1.04030 -1.42080 4.30609
C -0.11163 -1.11307 4.35673
O -0.61879 -0.03859 3.69582
C -2.00485 0.13818 4.03405
C -2.48088 -1.22713 4.51260
C -1.21311 -1.79393 5.14798
H -2.07402 0.89753 4.81615
H -2.53739 0.49164 3.15329
H -3.33181 -1.17046 5.18870
H -2.77087 -1.83971 3.65665
H -1.11299 -1.50435 6.19466
H -1.13604 -2.87322 5.05672
O 6.81942 -4.44294 -3.93245
C 7.24508 -5.13052 -3.04842
O 7.53755 -4.63701 -1.82479
C 8.12653 -5.66133 -1.00082
C 7.67100 -6.97718 -1.61753
C 7.56756 -6.61069 -3.09763
H 9.21104 -5.54143 -1.02928
H 7.78428 -5.52752 0.02202
H 8.34656 -7.80341 -1.40765
H 6.68471 -7.24287 -1.23468
H 8.51576 -6.73826 -3.62142
H 6.78488 -7.15493 -3.61781

Total charge = +1
HOMO level = -9.704 eV
E = -51671.535 eV
Lowest unoccupied orbital energy = -4.79 eV
Gap between HOMO and LUMO = 4.9 eV